[1]
The following is a quantum chemistry calculation of the molecule C2H3F2OP in a non-equilibrium geometry, from OMol25.

Calculated values
E in eV: -18890.1226
Energy relative to the best compared isomer or geometry (same formula, charge and spin) in kcal/mol: 133.47
2S+1: 1
Frontier orbital gap (alpha / beta) in eV: 7.68 / 7.84
Charge: 0

Positions of all 9 atoms, in Å:
C -0.00196 0.06141 0.08719
C -3.20908 -1.63256 -1.10338
O -0.99480 -1.03044 -2.32161
F -3.83862 -1.90067 0.07126
F -3.25762 -2.86670 -1.74304
P -1.41005 -1.17552 -0.95016
H 0.24525 0.78854 -0.67384
H 0.83943 -0.55983 0.04553
H -0.19016 0.41312 1.15004

Cartesian forces (eV/Å) of the 2 atoms listed first:
C -2.47 -0.07 0.24
C -0.62 -2.51 1.54

Results of the Mulliken charge analysis, in e, for atoms 1 through 8: atom 1 (C): -0.89, atom 2 (C): 0.25, atom 3 (O): -0.46, atom 4 (F): -0.18, atom 5 (F): -0.17, atom 6 (P): 0.52, atom 7 (H): 0.33, atom 8 (H): 0.30



[2]
The following is a quantum chemistry calculation of C36H46F2MgN5Si as an isolated structure, from OMol25.

Calculated values
E in eV: -64282.0974
2S+1: 1
Frontier orbital gap in eV: 6.10
Charge: +1

Positions of all 91 atoms, in Å:
Mg -0.13452 -0.68333 -0.27825
C 1.82482 -0.21047 0.42320
Si 1.51156 0.88777 1.84873
C 0.71430 2.45286 1.14655
N -0.27986 2.18558 0.06588
C -0.00628 2.96175 -1.16031
C -1.07292 4.01305 -1.46740
C -1.39085 4.79558 -0.19622
C -1.99253 3.86413 0.87163
C -1.65131 2.39998 0.57597
C 3.03325 1.38899 2.82522
C 3.24924 0.96069 4.13840
C 4.41866 1.28697 4.81915
C 5.39266 2.05679 4.19907
C 5.19645 2.49934 2.89575
C 4.03068 2.16429 2.22060
C 0.29875 0.12508 3.06741
C 0.27820 -1.25712 3.29690
C -0.61771 -1.83167 4.19176
C -1.51643 -1.02991 4.88181
C -1.50557 0.34688 4.68630
C -0.60678 0.91390 3.79093
H 2.39776 -1.09471 0.73511
H 2.43025 0.34404 -0.31083
H 1.53094 3.07739 0.76921
H 0.22989 3.05540 1.92454
H 0.12862 2.28061 -2.00333
H 0.94450 3.48344 -1.03136
H -1.99342 3.55449 -1.85304
H -0.69887 4.67448 -2.25077
H -2.06788 5.62321 -0.40850
H -0.46040 5.23621 0.17254
H -3.08117 3.95612 0.89333
H -1.64215 4.15263 1.86387
H -2.35755 2.00898 -0.15645
H -1.78317 1.79095 1.47234
H 2.49195 0.36856 4.64251
H 4.56610 0.94484 5.83657
H 6.30003 2.31798 4.73064
H 5.95323 3.10268 2.40852
H 3.90008 2.50964 1.19729
H 0.98222 -1.89713 2.77308
H -0.61835 -2.90490 4.34662
H -2.22312 -1.47607 5.57106
H -2.19519 0.97816 5.23355
H -0.61586 1.99204 3.65571
F -5.68371 0.08782 -0.16500
C -4.60555 -0.64282 0.17297
C -3.43186 -0.48492 -0.53731
C -2.28414 -1.23244 -0.24688
C -2.40661 -2.18661 0.79686
C -3.58612 -2.25252 1.53423
F -3.67832 -3.07754 2.59901
C -4.70532 -1.50105 1.24462
C -1.28430 -3.14409 1.04459
C -1.43485 -4.36264 1.70965
C -0.33922 -5.18629 1.88062
C 0.89860 -4.79616 1.38504
C 0.96399 -3.59492 0.71713
N -0.09055 -2.79364 0.53783
H -3.45320 0.26544 -1.32399
H -5.60712 -1.58687 1.83528
H -2.40024 -4.65963 2.08640
H -0.44869 -6.12946 2.40133
H 1.78363 -5.40373 1.51372
H 1.90557 -3.23527 0.31357
N 1.39088 -0.90066 -6.40305
C 1.47776 -0.18552 -5.04613
C 0.20690 0.61558 -4.80924
C -0.98336 -0.19137 -4.22493
N -1.21509 0.23818 -2.85060
C -0.73671 -1.70004 -4.25319
C 0.58949 -2.16360 -3.63727
N 0.46845 -2.22674 -2.18592
C 1.77054 -1.21618 -3.97158
H 1.23576 -0.23377 -7.15918
H 0.61418 -1.56188 -6.40398
H 2.24675 -1.41957 -6.60083
H 2.32529 0.48706 -5.16199
H -0.07435 1.15328 -5.72119
H 0.47317 1.37656 -4.07575
H -1.85660 -0.00621 -4.85280
H -1.82341 -0.41184 -2.35420
H -1.66133 1.14845 -2.83513
H -0.82358 -2.05918 -5.28571
H -1.55731 -2.20235 -3.73434
H 0.81343 -3.15123 -4.05095
H 1.31756 -2.57099 -1.75103
H -0.28615 -2.83153 -1.87635
H 2.66489 -1.78693 -4.24061
H 2.01856 -0.65235 -3.06899

Cartesian forces (eV/Å) of the 2 atoms listed first:
Mg 0.03 -0.19 -0.54
C 0.06 -0.04 -0.17

Results of the Mulliken charge analysis, in e, for atoms 1 through 8: atom 1 (Mg): 1.25, atom 2 (C): -0.57, atom 3 (Si): -0.48, atom 4 (C): -1.08, atom 5 (N): 1.19, atom 6 (C): 0.00, atom 7 (C): -0.66, atom 8 (C): -0.74